Molecular formula: C8H6N2OS2
Method: DFT, ωB97M-V/def2-TZVPD

Computed properties:
HOMO-LUMO gap ... 8.9 eV
Energy above the lowest of the compared OMol25 structures with the same formula, charge and spin ... 12.1 kJ/mol

Structure (ORCA input):
```
! wB97M-V def2-TZVPD RIJCOSX def2/J DEFGRID3
* xyz 0 1
C -0.4471 0.7599 0.0645
C 0.4409 -0.4316 0.3651
C 1.9563 -0.3015 0.2242
C 3.9573 -0.9897 -0.2550
C 4.2646 0.3163 -0.1854
C -1.9433 0.4434 0.0127
C -4.0985 0.9256 -0.1751
C -4.2058 -0.4106 -0.0433
H 0.1395 -1.2876 -0.2655
H 0.1903 -0.7865 1.3617
H 4.6883 -1.6963 -0.5647
H 5.1830 0.8436 -0.3382
H -4.9327 1.5986 -0.2508
H -5.1937 -0.9818 0.0263
N 2.6313 -1.3847 -0.0998
N -2.8227 1.4102 -0.1775
O 0.0271 1.8779 0.0565
S 2.8269 1.1794 0.1589
S -2.6616 -1.0845 0.0855
*
```